[1]
Formula: C18H16F4N7O3PtS2
Source: the Open Molecules 2025 dataset
Level of theory: ωB97M-V with the def2-TZVPD basis set

Output
HOMO energy (spin up / spin down): -11.47 / -11.48 eV
HOMO-LUMO gap (spin up / spin down): 0.1941 / 0.1944 Ha
ΔE to the lowest compared entry with this formula, charge and spin: 9.5 kcal per mole
LUMO energy (spin up / spin down): -6.194 / -6.186 eV
M: 713.58 g mol⁻¹

Structure (ORCA input):
```
! RIJCOSX wB97M-V def2-TZVPD def2/J DEFGRID3
* xyz 1 1
Pt -1.18688 -0.76537 2.21920
N 1.74373 0.71971 4.82528
C 1.56167 0.92098 3.34592
C 0.74999 2.16859 3.02080
C 0.31496 2.14637 1.55326
N -0.92500 1.28316 1.45656
C 1.52284 1.82900 0.63393
C 2.51842 0.74229 1.07764
N 1.97340 -0.58968 0.89118
C 2.86713 0.93530 2.55844
H 1.13897 1.33063 5.36859
H 2.70282 0.85113 5.12816
H 1.41600 -0.27166 5.01313
H 1.00264 0.06069 3.02456
H 1.35227 3.06402 3.20256
H -0.14683 2.22180 3.64640
H -0.01152 3.14650 1.27222
H -1.26531 1.31372 0.50534
H -1.62709 1.73560 2.03307
H 2.09748 2.75604 0.56523
H 1.16357 1.60097 -0.37661
H 3.42900 0.86842 0.48654
H 2.59709 -1.29333 1.27480
H 1.88219 -0.79782 -0.09566
H 3.38244 1.89242 2.68933
H 3.53700 0.13097 2.87880
O 0.57551 -1.33988 5.15496
S -0.88142 -1.29201 4.92958
O -1.68468 -1.41195 6.09629
O -1.15828 -0.01718 4.11359
S -1.36357 -2.67121 3.47644
F -2.80796 -3.40903 -4.30687
C -2.23459 -2.23268 -4.22029
C -1.70680 -1.69209 -5.32436
F -1.76335 -2.36791 -6.44205
C -1.01161 -0.42412 -5.30847
C -0.99641 0.26067 -4.03059
C -1.49275 -0.30481 -2.92784
F -1.42582 0.38184 -1.79761
C -2.11585 -1.60318 -2.92868
C -2.51930 -2.22534 -1.77538
C -2.00530 -1.83084 -0.50649
N -1.52203 -1.52621 0.47670
C -3.44564 -3.31705 -1.78716
N -4.22896 -4.16056 -1.78053
F -0.50168 1.46758 -3.93650
C -0.36082 0.05747 -6.39847
C -0.51707 -0.50373 -7.70660
N -0.62241 -0.89580 -8.78191
C 0.59345 1.12624 -6.29742
N 1.40635 1.93136 -6.18904
*
```

Here are the Mulliken charges for atoms 1 to 4, given in e: 0.8017, -0.0945, 0.7159, -1.2975

---

[2]
Formula: C18H16F5N3O2RhS4
Source: the Open Molecules 2025 dataset
Level of theory: ωB97M-V with the def2-TZVPD basis set

Output
HOMO energy (spin up / spin down): -10.56 / -11.58 eV
HOMO-LUMO gap (spin up / spin down): 0.2667 / 0.2437 Ha
<S²>: 6.020
ΔE to the lowest compared entry with this formula, charge and spin: 3.8 kcal per mole
LUMO energy (spin up / spin down): -3.302 / -4.944 eV
M: 632.51 g mol⁻¹

Structure (ORCA input):
```
! RIJCOSX wB97M-V def2-TZVPD def2/J DEFGRID3
* xyz 1 5
Rh 0.16820 0.12558 0.17513
C 3.41896 0.45392 -0.72969
C 3.13176 1.93180 -0.47710
S 1.40035 2.34894 -0.09985
C 1.48898 2.87037 1.65594
C 0.52515 2.19442 2.62911
S 0.38090 0.38731 2.64169
C 2.02846 -0.23483 3.06593
C 3.13478 -0.09051 2.02582
S 2.64596 -0.72557 0.39635
H 3.04064 0.15168 -1.70747
H 4.49893 0.30170 -0.74260
H 3.74459 2.32985 0.32970
H 3.39619 2.49640 -1.37064
H 2.51953 2.74797 1.97920
H 1.27867 3.93954 1.67061
H 0.76918 2.52652 3.63977
H -0.49872 2.51738 2.43134
H 2.33643 0.23117 4.00300
H 1.84233 -1.28801 3.27659
H 3.44257 0.94565 1.92111
H 4.00336 -0.65200 2.37065
O -2.28300 -2.00988 2.31914
N -2.65332 -3.07187 1.93608
O -2.13408 -3.97179 1.37699
F 2.87946 -6.48974 -0.09701
C 2.11208 -5.42343 -0.25696
C 1.64406 -5.08146 -1.51531
F 1.96668 -5.82436 -2.56619
C 0.84673 -3.95995 -1.66799
F 0.41969 -3.65858 -2.89077
C 0.49508 -3.15276 -0.58812
S -0.55940 -1.77259 -0.82777
C 0.98174 -3.52802 0.65864
F 0.69173 -2.79394 1.74566
C 1.77850 -4.63931 0.83615
F 2.23336 -4.95285 2.04764
N -6.74726 3.30882 -0.63349
C -5.70260 2.85897 -0.48191
C -4.39043 2.30025 -0.29235
C -4.12231 1.49272 0.80671
C -2.84668 0.98093 0.94946
N -1.86370 1.23518 0.08050
C -2.12974 2.01387 -0.97353
C -3.37479 2.56569 -1.20384
H -4.88939 1.26539 1.53260
H -2.60062 0.33740 1.78313
H -1.31004 2.19933 -1.65651
H -3.55100 3.18648 -2.07008
*
```

Here are the Mulliken charges for atoms 1 to 4, given in e: 0.6871, -0.7246, -0.7502, -0.0433

---

[3]
Formula: C18H16N2NiO3S2Se4
Source: the Open Molecules 2025 dataset
Level of theory: ωB97M-V with the def2-TZVPD basis set

Output
HOMO energy (spin up / spin down): -0.54 / -0.94 eV
HOMO-LUMO gap (spin up / spin down): 0.1798 / 0.1943 Ha
<S²>: 2.018
ΔE to the lowest compared entry with this formula, charge and spin: 0.0 kcal per mole
LUMO energy (spin up / spin down): 4.351 / 4.350 eV
M: 747.00 g mol⁻¹

Structure (ORCA input):
```
! RIJCOSX wB97M-V def2-TZVPD def2/J DEFGRID3
* xyz -2 3
Ni -0.71854 0.36083 -0.98739
O -0.22687 1.81055 0.45518
N -0.41610 1.52843 1.72377
C 0.40127 2.15053 2.60321
C 0.28696 1.96524 3.95190
C -0.70295 1.09577 4.41157
C -1.51416 0.45891 3.50773
C -1.39118 0.65025 2.11215
S -2.35476 -0.11930 0.93465
H 1.13972 2.77591 2.12694
H 0.97482 2.46639 4.61792
H -0.82324 0.91413 5.47270
H -2.27990 -0.23314 3.82929
Se 0.45434 2.06576 -2.40194
Se 0.98602 1.80797 -4.62063
Se -3.04351 1.73953 -4.06820
Se -2.00074 2.24545 -2.09214
C -3.28297 -3.18465 -5.60422
C -2.60797 -2.45566 -4.47292
C -1.44276 -1.74303 -4.66153
C -0.87461 -1.04574 -3.60341
N -1.40897 -1.04230 -2.38376
C -2.53325 -1.74013 -2.18964
C -3.15517 -2.45274 -3.19127
H -2.78370 -2.98253 -6.55198
H -4.32484 -2.87127 -5.69650
H -3.27692 -4.26503 -5.43797
H -0.97626 -1.67444 -5.63665
H 0.02765 -0.46474 -3.74454
H -2.93596 -1.71364 -1.18480
H -4.07412 -2.98634 -2.97588
O 4.90138 2.34410 3.91252
C 4.08756 1.28168 4.18245
O 4.03041 0.88575 5.31997
C 3.34109 0.70680 3.03437
C 3.43970 1.17744 1.72087
C 2.73277 0.59025 0.68860
C 1.88079 -0.50862 0.91469
S 1.01622 -1.27605 -0.39451
C 1.76977 -0.95158 2.24792
C 2.48748 -0.36737 3.27592
H 4.83189 2.55207 2.97207
H 4.06955 2.02574 1.45870
H 2.80846 0.97654 -0.31982
H 1.09345 -1.77323 2.45084
H 2.38813 -0.72450 4.29378
*
```

Here are the Mulliken charges for atoms 1 to 4, given in e: 0.7676, -0.5131, 0.4510, -0.2140

---

[4]
Formula: C18H16N2O2
Source: the Open Molecules 2025 dataset
Level of theory: ωB97M-V with the def2-TZVPD basis set

Output
HOMO energy: -8.35 eV
HOMO-LUMO gap: 0.2884 Ha
ΔE to the lowest compared entry with this formula, charge and spin: 60.9 kcal per mole
LUMO energy: -0.501 eV
M: 292.34 g mol⁻¹
SMILES: O=C1c2ccccc2C2=Nc3ccccc3[C@H](NCCO)[C@@H]12

Structure (ORCA input):
```
! RIJCOSX wB97M-V def2-TZVPD def2/J DEFGRID3
* xyz 0 1
O -1.72999 2.11048 -0.19966
C -0.61800 2.16087 0.30764
C -0.16688 3.20972 1.19840
C -0.78291 4.37228 1.73800
C -0.06325 5.17082 2.67429
C 1.20627 4.79524 3.09874
C 1.80193 3.64653 2.55224
C 1.11100 2.87579 1.59736
C 1.53634 1.64571 0.95084
N 2.73717 1.09182 1.00620
C 2.94268 -0.13475 0.36389
C 4.22736 -0.58307 0.11299
C 4.44368 -1.86715 -0.44026
C 3.34636 -2.65724 -0.78777
C 2.05548 -2.17724 -0.53469
C 1.83677 -0.92893 0.04012
C 0.47906 -0.42566 0.37347
N -0.53024 -1.02564 -0.50024
C -1.80153 -1.25467 0.18954
C -2.86299 -1.62270 -0.83502
O -4.08652 -1.91539 -0.13917
C 0.47597 1.07387 0.06822
H -1.81469 4.62046 1.47851
H -0.58822 6.05556 3.05469
H 1.69552 5.40883 3.84615
H 2.78869 3.33232 2.86711
H 5.07033 0.05593 0.37106
H 5.47398 -2.22514 -0.60716
H 3.48581 -3.65080 -1.15551
H 1.24428 -2.82705 -0.93850
H 0.24002 -0.57856 1.45046
H -0.62040 -0.41150 -1.31672
H -2.10622 -0.36826 0.75099
H -1.61307 -2.04707 0.91383
H -2.53662 -2.49508 -1.44184
H -2.98626 -0.78089 -1.49280
H -3.97034 -2.68307 0.47587
H 0.78819 1.14237 -0.98252
*
```

Here are the Mulliken charges for atoms 1 to 4, given in e: -0.6458, -0.2031, -0.0282, -0.4835

---

[5]
Formula: C18H16N4O2
Source: the Open Molecules 2025 dataset
Level of theory: ωB97M-V with the def2-TZVPD basis set

Output
HOMO energy: -9.90 eV
HOMO-LUMO gap: 0.3788 Ha
ΔE to the lowest compared entry with this formula, charge and spin: 88.8 kcal per mole
LUMO energy: 0.408 eV
M: 320.35 g mol⁻¹
SMILES: [H]/N=C1/O[C@]2(C)O[C@H](CC)[C@@]1(C#N)C(C#N)(C#N)[C@@H]2c1ccccc1

Structure (ORCA input):
```
! RIJCOSX wB97M-V def2-TZVPD def2/J DEFGRID3
* xyz 0 1
H 1.10766 2.06903 3.10793
N 1.05747 2.20445 2.09154
C 0.56895 1.27580 1.41731
O 0.35021 1.64109 0.13379
C -0.54778 0.69747 -0.56214
C -0.79705 1.25763 -1.94654
O -1.87670 0.70875 0.18114
C -1.65912 0.44644 1.55351
C -2.17027 1.60606 2.37924
C -2.93236 2.59203 1.50227
C -0.13694 0.07696 1.91140
C 0.10371 -0.24074 3.36329
N 0.27899 -0.57186 4.50135
C 0.22672 -1.16680 0.95968
C 1.66795 -1.33399 1.17535
N 2.77912 -1.42839 1.45747
C -0.52809 -2.37542 1.31879
N -1.10188 -3.40186 1.57808
C -0.05667 -0.74401 -0.54317
C 1.05274 -1.12554 -1.52993
C 0.85362 -2.38750 -2.21653
C 1.83968 -2.79694 -3.11805
C 2.84578 -1.95506 -3.51575
C 2.99685 -0.80157 -2.94613
C 2.08800 -0.28126 -2.01541
H -0.01445 0.82472 -2.48572
H -1.72955 0.93064 -2.37169
H -0.84314 2.30509 -1.97998
H -2.34901 -0.29179 1.88753
H -1.45704 2.18774 2.90890
H -2.97059 1.24563 3.12748
H -3.23780 3.52964 2.09055
H -2.15672 2.96788 0.81147
H -3.87535 2.21764 1.06599
H -0.89324 -1.23920 -0.83443
H 0.11294 -3.02027 -1.81445
H 1.81270 -3.77971 -3.46532
H 3.54155 -2.35142 -4.22533
H 3.87381 -0.26772 -3.22878
H 2.17535 0.77639 -1.72474
*
```

Here are the Mulliken charges for atoms 1 to 4, given in e: 0.3206, -0.7876, 0.1018, -0.3954

---

[6]
Formula: C18H17AuN8O2S
Source: the Open Molecules 2025 dataset
Level of theory: ωB97M-V with the def2-TZVPD basis set

Output
HOMO energy (spin up / spin down): -14.90 / -14.70 eV
HOMO-LUMO gap (spin up / spin down): 0.2566 / 0.1411 Ha
<S²>: 2.045
LUMO energy (spin up / spin down): -7.922 / -10.855 eV
M: 606.42 g mol⁻¹

Structure (ORCA input):
```
! RIJCOSX wB97M-V def2-TZVPD def2/J DEFGRID3
* xyz 2 3
Au -0.82385 -0.70534 0.12885
S 0.74934 -8.12980 0.65002
N 1.87687 -6.92983 0.50912
C 1.15628 -5.75035 0.55462
C 1.73511 -4.51094 0.34153
C 3.09282 -4.24948 0.17185
C 3.48443 -2.94502 -0.02075
C 2.45062 -1.97289 -0.26701
N 1.18282 -2.17921 -0.13848
C 0.73000 -3.43617 0.07784
C -0.68334 -3.58758 0.32586
N -1.56537 -2.57457 0.26739
C -2.89640 -2.81256 0.25312
C -3.43611 -4.08789 0.49715
C -2.58676 -5.16983 0.67952
C -1.22605 -4.92683 0.53706
C -0.28552 -5.96356 0.67955
N -0.59750 -7.22865 0.87548
H 3.86876 -5.09375 0.24560
H 4.48627 -2.53574 0.04207
H 2.73092 -0.95973 -0.45228
H -3.54816 -2.00751 -0.07151
H -4.48023 -4.28342 0.34004
H -2.91006 -6.21350 0.93592
O -3.47190 0.68601 -1.03561
C -3.58241 1.84701 -1.48505
O -2.64677 2.54992 -1.96690
H -4.60447 2.30461 -1.49360
C 0.57960 7.19488 0.14546
C 0.90621 5.72482 0.20729
C 2.21950 5.32211 -0.43342
C -0.23027 4.86924 -0.21019
N 0.09297 3.40397 -0.05223
C -0.61749 2.32634 -0.51182
N -0.18970 1.25292 0.17493
N 0.86864 1.65076 0.94377
N 0.99002 2.94218 0.84789
H 1.36029 7.81316 0.56752
H -0.36218 7.38133 0.67998
H 0.44650 7.35400 -0.90625
H 1.05515 5.43448 1.30917
H 2.05709 5.26306 -1.52059
H 2.66917 4.42754 -0.07573
H 3.01947 6.04738 -0.30670
H -0.43749 5.00013 -1.25605
H -1.11209 5.01522 0.41281
H -1.51473 2.44310 -1.19722
*
```

Here are the Mulliken charges for atoms 1 to 4, given in e: 0.5366, 0.3911, -0.5022, 0.7110